The following is a DFT calculation (ωB97M-V/def2-TZVPD) of a molecular structure, C19H37GeN5PdS2Si3.

The geometry in ORCA input format:
```
! RIJCOSX wB97M-V def2-TZVPD def2/J DEFGRID3
* xyz 1 2
Pd -0.4823 1.6551 -1.8013
N 3.4866 1.8273 0.1822
C 2.3996 1.5444 -0.5517
S 0.8386 1.8399 0.2827
N 2.5627 1.0891 -1.7527
N 1.4053 0.9325 -2.4645
C 1.4924 0.3927 -3.6148
C 0.2733 0.2542 -4.4236
C 0.3180 -0.3724 -5.6597
C -0.8499 -0.4823 -6.3995
C -2.0190 0.0416 -5.8795
C -1.9740 0.6571 -4.6357
N -0.8637 0.7633 -3.9178
H 3.3890 2.2223 1.0989
H 4.3995 1.7391 -0.2335
H 2.4484 0.0487 -3.9999
H 1.2567 -0.7632 -6.0287
H -0.8435 -0.9671 -7.3662
H -2.9537 -0.0155 -6.4186
H -2.8687 1.0889 -4.2041
C 0.1260 2.0287 3.9037
Si 0.9148 0.3560 3.6075
C 2.7630 0.4441 3.9105
C 0.1423 -0.9392 4.7183
Ge 0.5347 -0.2656 1.3223
Si -1.7528 -0.8775 0.9435
C -2.8715 0.4332 1.6829
C -1.9758 -2.5039 1.8501
C -2.1695 -1.1666 -0.8630
Si 2.0232 -1.9720 0.5289
C 1.8763 -3.2466 1.8972
C 3.8136 -1.4687 0.3517
C 1.3837 -2.6731 -1.0858
H 0.2631 2.3351 4.9435
H -0.9467 2.0076 3.7005
H 0.5732 2.7940 3.2668
H 2.9726 0.7417 4.9406
H 3.2423 1.1757 3.2558
H 3.2424 -0.5218 3.7383
H 0.3774 -0.7256 5.7639
H 0.5125 -1.9415 4.4930
H -0.9453 -0.9487 4.6214
H -2.7651 0.4657 2.7696
H -3.9188 0.2119 1.4605
H -2.6414 1.4287 1.2958
H -1.6367 -2.4568 2.8858
H -1.4329 -3.3110 1.3534
H -3.0340 -2.7782 1.8592
H -2.1236 -0.2461 -1.4458
H -3.1833 -1.5730 -0.9323
H -1.4877 -1.8791 -1.3303
H 2.3257 -2.8821 2.8238
H 2.4118 -4.1549 1.6085
H 0.8422 -3.5237 2.1101
H 4.1825 -0.9377 1.2304
H 3.9665 -0.8442 -0.5284
H 4.4143 -2.3743 0.2302
H 0.4093 -3.1476 -0.9537
H 2.0737 -3.4299 -1.4674
H 1.2831 -1.8929 -1.8432
S -4.7210 3.2169 -0.5496
C -3.4756 4.2371 0.0169
C -2.2723 3.7743 -0.3996
N -2.3285 2.6284 -1.1591
C -3.5639 2.2333 -1.3093
H -3.6824 5.1096 0.6131
H -1.3129 4.2199 -0.1882
H -3.8437 1.3449 -1.8539
*
```

## Properties
Lowest unoccupied orbital energy (spin up / spin down) = -3.03 / -3.01 eV
Total energy = -4889.56019 Eh
Largest force on an atom = 0.1 eV/A



The following is a DFT calculation (ωB97M-V/def2-TZVPD) of a molecular structure, C19H37N10O2PtS2.

The geometry in ORCA input format:
```
! RIJCOSX wB97M-V def2-TZVPD def2/J DEFGRID3
* xyz 1 1
Pt 0.4547 0.6124 -0.4739
C -0.4897 -4.7444 0.4043
N -0.5507 -3.9584 -0.8217
C -0.8210 -4.7065 -2.0479
C -0.8578 -3.6180 -3.0958
N -1.2076 -2.4436 -2.3039
C -1.1424 -1.1762 -2.9990
C -0.7819 -2.6166 -0.9989
N -0.6860 -1.6407 -0.1309
C -0.1352 -1.9520 1.1769
C -0.1745 -0.7801 2.1380
N 0.6513 0.3574 1.7289
C 0.9929 1.2826 2.5962
N 1.7187 2.4305 2.3327
C 2.0498 3.0530 1.0660
C 1.6750 3.3450 3.4593
C 1.3391 2.4349 4.6116
N 0.6955 1.2997 3.9563
C 0.4567 0.1728 4.8549
H -0.3636 -5.7838 0.1124
H -1.4093 -4.6735 0.9892
H 0.3583 -4.4772 1.0247
H -1.7757 -5.2360 -1.9749
H -0.0323 -5.4371 -2.2209
H -1.6045 -3.7912 -3.8679
H 0.1206 -3.4824 -3.5690
H -1.5764 -1.3080 -3.9902
H -0.1143 -0.8304 -3.1058
H -1.7186 -0.4189 -2.4822
H 0.9082 -2.2646 1.0679
H -0.6993 -2.7425 1.6677
H 0.1766 -1.2118 3.0604
H -1.2148 -0.4571 2.2840
H 2.1462 2.3218 0.2852
H 3.0189 3.5414 1.1694
H 1.3064 3.8032 0.7783
H 0.9077 4.1107 3.3004
H 2.6366 3.8381 3.5858
H 0.6569 2.8889 5.3263
H 2.2393 2.1073 5.1399
H 0.4795 0.5651 5.8688
H 1.2280 -0.5975 4.7805
H -0.5211 -0.2717 4.7070
N 1.3202 3.0336 -4.6492
C 1.4859 2.3302 -3.5166
N 2.6772 1.8256 -3.2449
S 0.1330 2.1283 -2.4969
H 2.0875 3.2526 -5.2593
H 0.4091 3.3953 -4.8649
H 3.4610 2.0147 -3.8467
H 2.8538 1.4070 -2.3182
C 4.2320 -1.4634 -0.6767
C 3.1563 -0.4200 -0.8531
O 3.4903 0.7728 -0.9639
O 1.9463 -0.8778 -0.8753
H 5.2108 -0.9998 -0.7384
H 4.1329 -2.2369 -1.4393
H 4.1102 -1.9368 0.2993
C -4.1068 3.3836 -0.2851
N -3.9049 1.9397 -0.2492
C -4.8703 0.9637 -0.4639
C -4.2359 -0.2218 -0.4658
N -2.8961 0.0369 -0.2424
C -2.6988 1.3536 -0.1180
S -1.2423 2.1911 0.2095
H -5.1663 3.5891 -0.4030
H -3.5555 3.8132 -1.1202
H -3.7477 3.8404 0.6349
H -5.9130 1.2054 -0.5910
H -4.6161 -1.2221 -0.5955
H -2.0931 -0.6426 -0.2563
*
```

## Properties
Lowest unoccupied orbital energy = -2.15 eV
Total energy = -2359.82227 Eh
Largest force on an atom = 2.2 eV/A



The following is a DFT calculation (ωB97M-V/def2-TZVPD) of a molecular structure, C19H38Ag4N2O5Zn.

The geometry in ORCA input format:
```
! RIJCOSX wB97M-V def2-TZVPD def2/J DEFGRID3
* xyz 4 5
Zn 3.6331 -28.2078 -10.5517
Ag 4.3832 -26.9663 -7.5212
Ag 1.7223 -25.4169 -10.1927
Ag 0.8323 -30.2951 -11.4602
Ag 3.1709 -31.1907 -8.9219
C 1.6012 -28.6938 -9.0648
O 0.9138 -29.6995 -9.0597
O 2.8056 -28.5871 -8.6792
O 1.5147 -27.9504 -10.0393
C -1.4653 -27.7874 -11.7909
C -2.5686 -28.8088 -11.6245
C -2.5442 -29.4311 -13.0362
C -3.2934 -30.7781 -13.1878
C -2.6796 -31.6966 -12.0393
C -2.7696 -31.1368 -10.5526
N -2.1703 -29.8216 -10.5770
O -1.7833 -29.2708 -9.3465
C -4.1795 -30.9695 -9.9213
C -1.7722 -32.0044 -9.6896
C -3.9080 -28.1262 -11.3961
H -1.7491 -27.0429 -12.5347
H -0.4445 -28.0152 -12.0979
H -1.4571 -27.0661 -10.9737
H -2.9165 -28.7513 -13.8025
H -1.5187 -29.4973 -13.3995
H -3.0343 -31.2260 -14.1471
H -4.3799 -30.6966 -13.1601
H -1.6373 -31.8501 -12.3186
H -3.0993 -32.7010 -11.9834
H -4.9156 -30.6120 -10.6414
H -4.4852 -31.9422 -9.5360
H -4.1466 -30.2642 -9.0909
H -0.7155 -31.9191 -9.9429
H -1.6911 -31.6523 -8.6612
H -1.9862 -33.0718 -9.7430
H -4.1183 -27.9431 -10.3424
H -4.7234 -28.7672 -11.7314
H -3.9433 -27.2196 -12.0002
H -0.8987 -29.6095 -9.1905
C 4.6322 -29.0670 -3.2560
C 4.1402 -28.8579 -4.6954
C 2.7789 -29.5569 -4.9132
C 1.5856 -28.6893 -4.3431
C 1.6297 -27.2478 -4.8470
C 2.9714 -26.5424 -4.4394
N 4.0939 -27.4499 -5.0072
O 5.3634 -26.7917 -5.0977
C 2.9318 -25.1397 -5.1540
C 3.1480 -26.3562 -2.9098
C 5.0432 -29.6670 -5.6592
H 3.8448 -28.8485 -2.5347
H 5.5119 -28.4485 -3.0783
H 4.8180 -30.1410 -3.2714
H 2.6126 -29.6398 -5.9872
H 2.7977 -30.5767 -4.5288
H 1.7651 -28.7557 -3.2701
H 0.5761 -29.0842 -4.4573
H 0.6996 -26.7638 -4.5490
H 1.4691 -27.3952 -5.9150
H 3.6573 -24.3760 -4.8739
H 2.8981 -25.1027 -6.2428
H 2.0153 -24.6027 -4.9095
H 4.2050 -26.3661 -2.6437
H 2.7695 -25.3605 -2.6786
H 2.4332 -26.8943 -2.2873
H 6.0822 -29.3441 -5.5949
H 4.7378 -29.5381 -6.6976
H 5.0080 -30.7377 -5.4580
H 5.5507 -26.6209 -4.1718
*
```

## Properties
Lowest unoccupied orbital energy (spin up / spin down) = -12.84 / -14.53 eV
Total energy = -3597.78202 Eh
Largest force on an atom = 8.6 eV/A



The following is a DFT calculation (ωB97M-V/def2-TZVPD) of 5 unconnected molecules or ions with the total composition C19H38BNO8.

The geometry in ORCA input format:
```
! RIJCOSX wB97M-V def2-TZVPD def2/J DEFGRID3
* xyz 0 1
N 6.8699 0.6433 0.3892
B 5.6031 0.7255 -0.3343
O 5.4788 1.1895 -1.6226
C 4.2623 0.1832 0.3334
C 2.9825 0.9708 -0.0045
O 2.1597 0.0259 -0.7063
C 2.9957 -0.8991 -1.2348
O 2.8494 -1.4837 -2.2650
O 4.0229 -1.0974 -0.3665
H 7.5524 1.3137 0.0465
H 7.2802 -0.2786 0.2566
H 6.0378 1.9427 -1.8454
H 4.3654 -0.0898 1.3861
H 2.4228 1.3672 0.8467
H 3.1628 1.8058 -0.6881
C 1.4787 -5.5512 -0.4750
C 1.9285 -4.0947 -0.3864
C 2.1544 -3.9358 1.1112
O 2.5722 -5.2151 1.5926
C 2.3547 -6.2052 0.5863
H 1.6140 -5.9913 -1.4617
H 0.4244 -5.6392 -0.2028
H 2.8650 -3.9532 -0.9279
H 1.2021 -3.3854 -0.7799
H 1.2281 -3.6511 1.6243
H 2.9233 -3.1991 1.3487
H 3.3222 -6.5054 0.1691
H 1.8916 -7.0790 1.0466
C -2.2516 1.0287 -1.4393
C -2.3048 2.0824 -2.5418
C -1.5091 3.2189 -1.9147
O -0.5336 2.6072 -1.0666
C -0.8411 1.2196 -0.8989
H -2.4296 0.0129 -1.7913
H -2.9925 1.2605 -0.6703
H -1.7993 1.7162 -3.4386
H -3.3183 2.3781 -2.8091
H -2.1549 3.8608 -1.3059
H -0.9969 3.8406 -2.6503
H -0.1151 0.6272 -1.4579
H -0.7508 0.9660 0.1597
C 0.5005 0.0230 3.9079
C 1.4261 0.1323 5.1179
C 2.4898 1.0926 4.6015
O 1.8312 1.9608 3.6762
C 0.5317 1.4480 3.3711
H -0.5066 -0.3109 4.1524
H 0.9210 -0.6694 3.1746
H 0.8928 0.5746 5.9619
H 1.8426 -0.8209 5.4393
H 3.2873 0.5533 4.0776
H 2.9428 1.6959 5.3887
H -0.2248 2.0735 3.8560
H 0.3780 1.5000 2.2919
C -7.3582 0.9664 -2.1188
C -7.3979 2.0196 -3.2246
C -6.6078 3.1577 -2.5916
O -5.6437 2.5453 -1.7323
C -5.9536 1.1605 -1.5641
H -7.5328 -0.0484 -2.4725
H -8.1031 1.1948 -1.3537
H -6.8840 1.6504 -4.1146
H -8.4052 2.3170 -3.5116
H -7.2556 3.8057 -1.9918
H -6.0851 3.7750 -3.3233
H -5.2214 0.5661 -2.1224
H -5.8713 0.9049 -0.5070
*
```

## Properties
Lowest unoccupied orbital energy = 0.20 eV
Total energy = -1428.29710 Eh
Largest force on an atom = 1.1 eV/A